<A>
Here is an isolated molecule of C20H21F3N2O3 from the Open Molecules 2025 dataset. Energies are from ωB97M-V/def2-TZVPD.

Properties
orbital gap = 9.005 eV
HOMO energy = -8.535 eV

Last columns: bonded neighbours and bond lengths (Å).
CARTESIAN COORDINATES (ANGSTROEM)
1 C 7.38 -0.45 1.15  C2 1.486, H29 1.085, H30 1.089, H31 1.089
2 C 5.91 -0.33 1.29  C1 1.486, C3 1.363, O28 1.352
3 C 5.13 0.60 1.90  C2 1.363, C4 1.417, H32 1.071
4 C 3.79 0.19 1.71  C3 1.417, C5 1.362, H33 1.070
5 C 3.84 -0.97 1.00  C4 1.362, C6 1.492, O28 1.356
6 C 2.77 -1.86 0.47  C5 1.492, N7 1.454, H34 1.094, H35 1.092
7 N 2.29 -1.40 -0.82  C6 1.454, C8 1.351, H36 1.007
8 C 1.05 -0.86 -0.98  N7 1.351, O9 1.212, C10 1.533
9 O 0.24 -0.81 -0.08  C8 1.212
10 C 0.78 -0.34 -2.39  C8 1.533, C11 1.529, C27 1.525, H37 1.096
11 C 0.85 -1.46 -3.43  C10 1.529, C12 1.520, H38 1.092, H39 1.093
12 C -0.14 -2.55 -3.05  C11 1.520, C13 1.519, H40 1.094, H41 1.092
13 C -1.52 -2.04 -2.68  C12 1.519, O14 1.218, N15 1.349
14 O -2.46 -2.81 -2.61  C13 1.218
15 N -1.66 -0.72 -2.43  C13 1.349, C16 1.455, C27 1.446
16 C -2.96 -0.23 -1.98  N15 1.455, C17 1.505, H42 1.094, H43 1.093
17 C -2.93 0.01 -0.50  C16 1.505, C18 1.391, C26 1.385
18 C -2.83 -1.07 0.37  C17 1.391, C19 1.381, H44 1.079
19 C -2.72 -0.87 1.73  C18 1.381, C20 1.385, H45 1.079
20 C -2.70 0.41 2.26  C19 1.385, C21 1.386, H46 1.079
21 C -2.80 1.49 1.39  C20 1.386, C22 1.500, C26 1.390
22 C -2.79 2.90 1.90  C21 1.500, F23 1.349, F24 1.340, F25 1.350
23 F -1.87 3.66 1.28  C22 1.349
24 F -2.52 2.99 3.21  C22 1.340
25 F -3.97 3.52 1.71  C22 1.350
26 C -2.91 1.29 0.02  C17 1.385, C21 1.390, H47 1.081
27 C -0.61 0.27 -2.46  C10 1.525, N15 1.446, H48 1.100, H49 1.095
28 O 5.13 -1.29 0.74  C2 1.352, C5 1.356
29 H 7.87 0.39 1.64  C1 1.085
30 H 7.67 -0.46 0.10  C1 1.089
31 H 7.74 -1.38 1.60  C1 1.089
32 H 5.46 1.47 2.42  C3 1.071
33 H 2.90 0.68 2.06  C4 1.070
34 H 3.16 -2.88 0.36  C6 1.094
35 H 1.91 -1.86 1.14  C6 1.092
36 H 2.96 -1.32 -1.56  N7 1.007
37 H 1.52 0.43 -2.61  C10 1.096
38 H 1.86 -1.89 -3.50  C11 1.092
39 H 0.60 -1.05 -4.41  C11 1.093
40 H 0.22 -3.10 -2.18  C12 1.094
41 H -0.27 -3.27 -3.86  C12 1.092
42 H -3.20 0.68 -2.53  C16 1.094
43 H -3.69 -1.01 -2.22  C16 1.093
44 H -2.83 -2.07 -0.04  C18 1.079
45 H -2.64 -1.72 2.40  C19 1.079
46 H -2.61 0.57 3.32  C20 1.079
47 H -2.99 2.15 -0.63  C26 1.081
48 H -0.71 0.87 -3.37  C27 1.100
49 H -0.75 0.93 -1.59  C27 1.095

=====

<B>
Here is an isolated molecule of C20H21F3N2O3 from the Open Molecules 2025 dataset. Energies are from ωB97M-V/def2-TZVPD.

Properties
orbital gap = 8.975 eV
HOMO energy = -8.433 eV

Last columns: bonded neighbours and bond lengths (Å).
CARTESIAN COORDINATES (ANGSTROEM)
1 C -5.12 -3.23 0.32  C2 1.486, H29 1.089, H30 1.089, H31 1.086
2 C -4.43 -1.95 0.02  C1 1.486, C3 1.363, O28 1.350
3 C -4.85 -0.65 0.09  C2 1.363, C4 1.417, H32 1.070
4 C -3.76 0.15 -0.32  C3 1.417, C5 1.363, H33 1.070
5 C -2.74 -0.71 -0.62  C4 1.363, C6 1.489, O28 1.355
6 C -1.35 -0.47 -1.08  C5 1.489, N7 1.454, H34 1.094, H35 1.095
7 N -0.39 -0.71 -0.01  C6 1.454, C8 1.352, H36 1.008
8 C 0.69 -1.50 -0.18  N7 1.352, O9 1.211, C10 1.534
9 O 0.97 -2.00 -1.24  C8 1.211
10 C 1.50 -1.72 1.11  C8 1.534, C11 1.528, C27 1.528, H37 1.096
11 C 2.67 -2.67 0.88  C10 1.528, C12 1.524, H38 1.091, H39 1.093
12 C 3.66 -2.09 -0.12  C11 1.524, C13 1.511, H40 1.093, H41 1.091
13 C 3.88 -0.60 -0.06  C12 1.511, O14 1.218, N15 1.357
14 O 4.73 -0.06 -0.75  C13 1.218
15 N 3.08 0.14 0.75  C13 1.357, C16 1.455, C27 1.445
16 C 3.17 1.59 0.70  N15 1.455, C17 1.504, H42 1.093, H43 1.093
17 C 2.03 2.13 -0.12  C16 1.504, C18 1.392, C26 1.386
18 C 2.05 1.99 -1.50  C17 1.392, C19 1.382, H44 1.079
19 C 0.97 2.39 -2.27  C18 1.382, C20 1.386, H45 1.079
20 C -0.17 2.90 -1.66  C19 1.386, C21 1.387, H46 1.079
21 C -0.19 3.02 -0.28  C20 1.387, C22 1.500, C26 1.390
22 C -1.41 3.53 0.43  C21 1.500, F23 1.339, F24 1.345, F25 1.352
23 F -2.49 3.65 -0.36  C22 1.339
24 F -1.22 4.73 1.01  C22 1.345
25 F -1.78 2.69 1.43  C22 1.352
26 C 0.90 2.65 0.49  C17 1.386, C21 1.390, H47 1.081
27 C 2.08 -0.41 1.64  C10 1.528, N15 1.445, H48 1.101, H49 1.094
28 O -3.15 -1.99 -0.41  C2 1.350, C5 1.355
29 H -4.58 -3.78 1.08  C1 1.089
30 H -5.16 -3.85 -0.58  C1 1.089
31 H -6.13 -3.03 0.66  C1 1.086
32 H -5.82 -0.31 0.39  C3 1.070
33 H -3.74 1.22 -0.39  C4 1.070
34 H -1.08 -1.16 -1.88  C6 1.094
35 H -1.26 0.56 -1.44  C6 1.095
36 H -0.64 -0.36 0.90  N7 1.008
37 H 0.82 -2.13 1.86  C10 1.096
38 H 2.31 -3.63 0.51  C11 1.091
39 H 3.16 -2.85 1.84  C11 1.093
40 H 3.29 -2.28 -1.13  C12 1.093
41 H 4.63 -2.57 -0.04  C12 1.091
42 H 3.16 1.99 1.72  C16 1.093
43 H 4.13 1.82 0.22  C16 1.093
44 H 2.93 1.57 -1.97  C18 1.079
45 H 1.00 2.28 -3.34  C19 1.079
46 H -1.02 3.20 -2.25  C20 1.079
47 H 0.86 2.78 1.57  C26 1.081
48 H 2.52 -0.59 2.63  C27 1.101
49 H 1.29 0.34 1.76  C27 1.094

=====

Taking the most stable structure as the zero point, the relative energies in kcal/mol are <A> 2.6; <B> 0.0.

=====

<A>
Here is an isolated molecule of C18H19ClN2O2S2 from the Open Molecules 2025 dataset. Energies are from ωB97M-V/def2-TZVPD.

Properties
orbital gap = 8.701 eV
HOMO energy = -8.188 eV

Last columns: bonded neighbours and bond lengths (Å).
CARTESIAN COORDINATES (ANGSTROEM)
1 C -4.28 -1.37 1.33  O2 1.423, H26 1.087, H27 1.092, H28 1.092
2 O -3.51 -2.39 0.70  C1 1.423, C3 1.334
3 C -2.99 -2.10 -0.49  O2 1.334, O4 1.203, C5 1.517
4 O -3.15 -1.04 -1.05  C3 1.203
5 C -2.13 -3.23 -1.01  C3 1.517, C6 1.506, H29 1.088, H30 1.090
6 C -0.72 -2.88 -0.63  C5 1.506, C7 1.389, C25 1.390
7 C -0.10 -3.46 0.47  C6 1.389, C8 1.382, H31 1.080
8 C 1.16 -3.07 0.86  C7 1.382, C9 1.392, H32 1.080
9 C 1.83 -2.06 0.16  C8 1.392, N10 1.401, C24 1.395
10 N 3.09 -1.63 0.60  C9 1.401, C11 1.362, H33 1.011
11 C 3.52 -0.35 0.77  N10 1.362, S12 1.652, N13 1.346
12 S 5.08 -0.08 1.22  C11 1.652
13 N 2.61 0.63 0.62  C11 1.346, C14 1.436, H34 1.011
14 C 2.93 2.03 0.65  N13 1.436, C15 1.527, H35 1.094, H36 1.094
15 C 3.12 2.62 -0.74  C14 1.527, S16 1.830, H37 1.090, H38 1.089
16 S 1.77 2.15 -1.89  C15 1.830, C17 1.774
17 C 0.30 2.57 -0.98  S16 1.774, C18 1.390, C23 1.389
18 C -0.79 1.72 -1.11  C17 1.390, C19 1.380, H39 1.078
19 C -1.96 1.98 -0.43  C18 1.380, C20 1.386, H40 1.078
20 C -2.04 3.09 0.38  C19 1.386, Cl21 1.730, C22 1.387
21 Cl -3.49 3.41 1.26  C20 1.730
22 C -0.97 3.96 0.50  C20 1.387, C23 1.383, H41 1.079
23 C 0.20 3.70 -0.19  C17 1.389, C22 1.383, H42 1.079
24 C 1.23 -1.50 -0.97  C9 1.395, C25 1.381, H43 1.080
25 C -0.03 -1.92 -1.36  C6 1.390, C24 1.381, H44 1.079
26 H -4.74 -1.83 2.20  C1 1.087
27 H -3.63 -0.55 1.64  C1 1.092
28 H -5.03 -0.99 0.65  C1 1.092
29 H -2.44 -4.17 -0.54  C5 1.088
30 H -2.24 -3.29 -2.09  C5 1.090
31 H -0.62 -4.23 1.03  C7 1.080
32 H 1.64 -3.52 1.72  C8 1.080
33 H 3.72 -2.33 0.97  N10 1.011
34 H 1.68 0.39 0.32  N13 1.011
35 H 2.13 2.56 1.18  C14 1.094
36 H 3.87 2.15 1.21  C14 1.094
37 H 4.01 2.20 -1.22  C15 1.090
38 H 3.21 3.70 -0.71  C15 1.089
39 H -0.72 0.85 -1.74  C18 1.078
40 H -2.80 1.30 -0.54  C19 1.078
41 H -1.04 4.84 1.12  C22 1.079
42 H 1.03 4.40 -0.11  C23 1.079
43 H 1.76 -0.77 -1.56  C24 1.080
44 H -0.49 -1.49 -2.23  C25 1.079

=====

<B>
Here is an isolated molecule of C18H19ClN2O2S2 from the Open Molecules 2025 dataset. Energies are from ωB97M-V/def2-TZVPD.

Properties
orbital gap = 8.526 eV
HOMO energy = -8.120 eV

Last columns: bonded neighbours and bond lengths (Å).
CARTESIAN COORDINATES (ANGSTROEM)
1 C 3.31 3.78 -2.96  O2 1.421, H26 1.092, H27 1.087, H28 1.092
2 O 3.50 2.38 -3.14  C1 1.421, C3 1.337
3 C 3.99 1.71 -2.10  O2 1.337, O4 1.201, C5 1.517
4 O 4.30 2.22 -1.06  C3 1.201
5 C 4.07 0.22 -2.40  C3 1.517, C6 1.506, H29 1.089, H30 1.089
6 C 2.77 -0.37 -1.92  C5 1.506, C7 1.388, C25 1.389
7 C 2.64 -0.80 -0.60  C6 1.388, C8 1.382, H31 1.079
8 C 1.44 -1.28 -0.12  C7 1.382, C9 1.391, H32 1.076
9 C 0.33 -1.34 -0.96  C8 1.391, N10 1.397, C24 1.395
10 N -0.95 -1.74 -0.56  C9 1.397, C11 1.359, H33 1.014
11 C -1.42 -2.24 0.61  N10 1.359, S12 1.648, N13 1.361
12 S -0.51 -2.78 1.87  C11 1.648
13 N -2.78 -2.32 0.65  C11 1.361, C14 1.439, H34 1.010
14 C -3.55 -2.66 1.82  N13 1.439, C15 1.527, H35 1.097, H36 1.093
15 C -4.34 -1.47 2.37  C14 1.527, S16 1.830, H37 1.089, H38 1.090
16 S -3.30 -0.28 3.29  C15 1.830, C17 1.774
17 C -2.26 0.42 2.04  S16 1.774, C18 1.388, C23 1.390
18 C -2.76 0.85 0.81  C17 1.388, C19 1.383, H39 1.080
19 C -1.91 1.40 -0.13  C18 1.383, C20 1.386, H40 1.079
20 C -0.57 1.55 0.17  C19 1.386, Cl21 1.726, C22 1.386
21 Cl 0.50 2.24 -1.00  C20 1.726
22 C -0.06 1.16 1.40  C20 1.386, C23 1.381, H41 1.078
23 C -0.91 0.59 2.33  C17 1.390, C22 1.381, H42 1.078
24 C 0.46 -0.92 -2.28  C9 1.395, C25 1.379, H43 1.082
25 C 1.67 -0.44 -2.75  C6 1.389, C24 1.379, H44 1.080
26 H 4.23 4.24 -2.62  C1 1.092
27 H 3.01 4.17 -3.93  C1 1.087
28 H 2.53 3.95 -2.22  C1 1.092
29 H 4.18 0.08 -3.48  C5 1.089
30 H 4.91 -0.20 -1.86  C5 1.089
31 H 3.49 -0.74 0.06  C7 1.079
32 H 1.36 -1.60 0.90  C8 1.076
33 H -1.65 -1.57 -1.28  N10 1.014
34 H -3.31 -1.93 -0.12  N13 1.010
35 H -4.25 -3.46 1.58  C14 1.097
36 H -2.84 -3.02 2.58  C14 1.093
37 H -5.05 -1.82 3.12  C15 1.089
38 H -4.88 -0.95 1.59  C15 1.090
39 H -3.82 0.76 0.59  C18 1.080
40 H -2.29 1.73 -1.08  C19 1.079
41 H 0.98 1.28 1.62  C22 1.078
42 H -0.54 0.25 3.28  C23 1.078
43 H -0.40 -0.95 -2.94  C24 1.082
44 H 1.75 -0.10 -3.78  C25 1.080

=====

Taking the most stable structure as the zero point, the relative energies in kcal/mol are <A> 0.0; <B> 7.3.

=====

<A>
Here is a cluster of 2 separate species, HO2S in total from the Open Molecules 2025 dataset. Energies are from ωB97M-V/def2-TZVPD.

Properties
orbital gap (alpha / beta) = 6.686 / 6.685 eV
HOMO energy (alpha / beta) = -2.761 / -2.770 eV
charge = -1

Last columns: bonded neighbours and bond lengths (Å).
CARTESIAN COORDINATES (ANGSTROEM)
1 O 1.55 0.53 -0.35  S3 1.478
2 O -1.54 -0.50 0.13  H4 1.148
3 S 0.65 0.58 0.82  O1 1.478
4 H -0.66 -0.61 -0.60  O2 1.148

=====

<B>
Here is a cluster of 2 separate species, HO2S in total from the Open Molecules 2025 dataset. Energies are from ωB97M-V/def2-TZVPD.

Properties
orbital gap (alpha / beta) = 6.945 / 5.913 eV
HOMO energy (alpha / beta) = -3.201 / -2.633 eV
charge = -1

Last columns: bonded neighbours and bond lengths (Å).
CARTESIAN COORDINATES (ANGSTROEM)
1 O -1.15 -2.39 2.27  S3 1.537
2 O 0.63 0.00 0.07  H4 1.021
3 S -0.77 -0.92 2.48  O1 1.537
4 H 0.66 -0.89 0.57  O2 1.021

=====

Taking the most stable structure as the zero point, the relative energies in kcal/mol are <A> 3.3; <B> 0.0.